Below is a 4-piece molecular cluster, C4H17NO3 overall, with properties calculated with ωB97M-V with the def2-TZVPD basis set.

```
25
Properties=species:S:1:pos:R:3:forces:R:3
C -1.77175 -0.36123 0.26201 1.688 0.065 -0.651
N -0.32553 -0.61439 0.13271 -0.355 -0.224 0.690
C 0.34875 0.55263 -2.02341 0.506 -0.130 1.095
C 0.28302 -0.76789 -1.16614 -1.254 0.631 -1.240
C -0.54429 -1.76630 -2.05282 2.529 -0.871 1.003
H -1.96332 0.70991 0.09284 -0.644 -0.313 -0.007
H -1.98672 -0.66257 1.27607 -0.705 0.262 -0.001
H -2.25003 -0.98404 -0.48664 -0.527 0.168 0.149
H 0.15334 0.05441 0.72564 0.204 -0.097 -0.335
H 0.18930 1.34848 -1.30714 -0.103 0.583 0.058
H -0.44069 0.60078 -2.76521 0.074 0.080 -0.133
H 1.32698 0.75260 -2.46893 -0.194 -0.241 -0.295
H 1.29183 -1.13788 -0.92810 -0.399 -0.057 -0.523
H -1.06537 -1.33908 -2.89587 -0.361 0.119 0.157
H -1.11447 -2.43491 -1.42453 -0.509 -0.041 -0.045
H 0.26458 -2.40375 -2.43339 -0.434 -0.139 -0.535
H -0.23227 2.88403 2.13568 -0.557 -0.416 -0.801
H -1.08619 2.32007 0.88791 -0.117 0.522 0.305
O -0.38933 2.14137 1.52153 0.841 0.053 0.526
H -0.98495 -1.34548 3.15523 1.020 0.495 -0.284
H 0.14885 -0.20255 2.81106 -0.446 -0.889 0.059
O -0.73144 -0.40778 3.15848 -0.529 0.304 0.614
H 2.30230 1.25970 -0.59280 0.139 -0.461 -0.286
H 3.03051 -0.07581 -1.05242 -0.324 0.385 -0.090
O 3.00442 0.62710 -0.39625 0.458 0.214 0.568
```
Forces are in eV/Å.

**HOMO level**: -0.3043 Ha
**ΔE to the lowest compared entry with this formula, charge and spin**: 1.6372 eV
**F_max**: 0.056 Eh/bohr
**Kohn-Sham gap**: 8.854 eV
**E_tot**: -443.0171 a.u.
**Structure (SMILES)**: CNC(C)C.O.O.O


Below is a 4-piece molecular cluster, C4H17NO3 overall, with properties calculated with ωB97M-V with the def2-TZVPD basis set.

```
25
Properties=species:S:1:pos:R:3:forces:R:3
C 1.33232 2.24388 1.14347 -5.228 -1.184 -2.452
C 1.01133 0.74722 1.16933 -0.794 -0.888 -0.127
N -0.50116 0.57185 1.25033 2.361 3.806 0.493
C -1.01316 -0.66736 1.65876 -4.439 -0.591 -0.800
C -1.77487 -1.13834 0.38165 -1.176 2.564 -1.309
H 2.14073 2.43245 1.70042 3.320 1.199 1.409
H 0.42946 2.69290 1.64937 1.132 0.029 -0.173
H 1.21722 2.60026 0.08977 0.918 0.068 0.927
H 1.37239 0.12758 0.32878 -0.358 0.796 -0.484
H 1.60886 0.21592 1.91516 -0.637 0.273 1.063
H -0.97187 1.46271 1.62093 1.062 -2.253 -0.368
H -0.30621 -1.41214 1.87627 1.269 -0.654 0.700
H -1.82050 -0.59059 2.48422 1.589 -0.088 -0.880
H -2.48460 -1.93986 0.47376 0.280 -0.991 0.000
H -2.51215 -0.24594 0.05179 1.547 -1.673 0.881
H -1.05566 -1.15944 -0.49437 -0.928 -0.759 1.119
H 2.55749 -2.21987 -1.32435 2.318 0.284 -0.901
H 1.13955 -1.83579 -1.67840 -0.851 0.817 -1.715
O 1.67884 -2.29507 -1.07217 -1.124 -1.507 3.054
H -0.66293 0.77447 -0.68678 -0.069 0.096 0.514
H -1.39676 1.38822 -1.88606 -0.822 0.530 -0.247
O -0.61807 0.91449 -1.64731 0.967 -0.096 -0.173
H -0.41846 -1.37087 -3.27284 1.977 1.015 0.606
H 0.51869 -0.20366 -2.66792 -0.810 -0.175 -0.242
O 0.52952 -1.09301 -3.06382 -1.507 -0.617 -0.896
```
Forces are in eV/Å.

**HOMO level**: -0.3232 Ha
**ΔE to the lowest compared entry with this formula, charge and spin**: 1.9268 eV
**F_max**: 0.115 Eh/bohr
**Kohn-Sham gap**: 9.498 eV
**E_tot**: -443.0065 a.u.
**Structure (SMILES)**: CCNCC.O.O.O


Below is a 4-piece molecular cluster, C4H17NO3 overall, with properties calculated with ωB97M-V with the def2-TZVPD basis set.

```
25
Properties=species:S:1:pos:R:3:forces:R:3
C 2.29802 -2.05000 -0.66696 -1.128 -1.784 2.896
C 1.82101 -0.84613 0.18947 2.528 1.209 -2.782
N 0.71426 -0.16825 -0.51932 0.498 2.893 1.279
C -0.55592 -0.01152 0.25245 1.807 -3.034 1.692
C 1.09662 1.26644 -0.84072 -0.264 -1.424 4.084
H 3.28203 -2.43172 -0.38444 0.483 0.851 -0.600
H 1.74598 -3.02777 -0.31282 0.082 1.894 -1.317
H 2.11301 -1.72599 -1.66580 0.278 -0.634 -0.909
H 2.74563 -0.15758 0.37835 -1.597 -0.769 -0.660
H 1.59967 -1.12361 1.13521 -1.285 -1.043 3.065
H -1.12168 0.71299 -0.17390 -1.451 2.605 -1.071
H -0.54691 0.11844 1.41993 0.420 -0.152 -2.147
H -1.09196 -0.88154 -0.06444 -0.792 -0.961 0.750
H 0.74813 1.97130 -0.03106 0.105 -0.582 -0.598
H 2.12896 1.40896 -0.84307 1.822 -0.035 -0.425
H 0.68972 1.53645 -1.71609 -1.502 1.040 -3.276
H -1.60709 2.58969 -2.41530 -1.014 2.017 1.854
H -1.17548 3.36976 -1.13617 -0.317 0.054 -0.207
O -1.93569 3.30144 -1.73839 1.297 -2.148 -1.566
H -3.49536 1.63446 0.16798 -0.402 -0.475 0.304
H -4.58488 0.77866 0.85678 -2.137 0.160 0.325
O -3.68242 0.81620 0.66333 2.579 0.375 -0.702
H -0.86126 -1.90371 2.06481 -0.614 0.581 -1.283
H 0.16995 -2.90113 2.53938 -0.012 -0.033 -0.024
O -0.49435 -2.27586 2.84080 0.615 -0.605 1.316
```
Forces are in eV/Å.

**HOMO level**: -0.3293 Ha
**ΔE to the lowest compared entry with this formula, charge and spin**: 2.7791 eV
**F_max**: 0.084 Eh/bohr
**Kohn-Sham gap**: 9.569 eV
**E_tot**: -442.9751 a.u.
**Structure (SMILES)**: CCN(C)C.O.O.O


Below is a 5-piece molecular cluster, C4H17NO4 overall, with properties calculated with ωB97M-V with the def2-TZVPD basis set.

```
26
Properties=species:S:1:pos:R:3:forces:R:3
C 1.12552 1.85555 -1.70822 -1.170 0.359 -1.012
N 0.63275 1.09375 1.16594 0.370 1.581 -1.181
C 1.72664 0.62281 0.36561 -0.152 -1.451 2.059
C 1.84632 0.80419 -0.93604 -0.086 0.884 -0.653
C 2.55381 -0.40785 1.12836 1.136 0.881 -1.095
H 1.24312 2.89502 -1.37087 0.472 -0.162 0.161
H 1.39636 1.81899 -2.78235 0.048 0.079 0.530
H 0.03200 1.73676 -1.72328 0.191 -0.187 0.079
H 0.36154 2.00939 0.79126 -0.472 -0.390 -0.020
H 0.88100 1.31894 2.12382 0.342 -0.423 0.141
H 2.53774 0.22210 -1.52035 0.456 -0.224 0.313
H 2.45414 -1.37762 0.61508 -0.375 -0.171 0.839
H 2.42208 -0.31982 2.21266 -0.364 -0.687 -0.297
H 3.62110 -0.16167 0.97919 -0.272 0.018 0.047
H -0.08469 -1.82369 -1.29197 -0.450 -0.199 0.047
H -0.56588 -0.84997 -0.27737 -0.350 -0.211 0.346
O -0.92862 -1.52084 -0.89132 1.243 0.173 0.161
H -1.31973 -0.49629 2.98266 0.807 0.297 -0.055
H 0.24562 -0.88299 3.08854 -0.486 0.510 -0.228
O -0.66852 -1.20196 3.10362 -0.389 -0.885 0.313
H -1.29668 -0.07127 -1.91449 -0.732 0.003 -0.935
H -1.11276 -0.03726 -3.42655 0.237 -0.139 -0.278
O -1.68700 0.30576 -2.74472 0.060 0.252 0.670
H -2.91828 -1.02745 1.24372 -0.307 0.546 0.015
H -2.92470 -1.66080 -0.03808 0.010 0.053 -0.843
O -3.33839 -0.89564 0.37654 0.232 -0.506 0.875
```
Forces are in eV/Å.

**2S+1**: 2
**<S²>**: 0.751
**HOMO level (spin up / spin down)**: 0.0226 / -0.1903 Ha
**ΔE to the lowest compared entry with this formula, charge and spin**: 0.0000 eV
**F_max**: 0.049 Eh/bohr
**Kohn-Sham gap (spin up / spin down)**: 2.862 / 8.626 eV
**E_tot**: -518.2507 a.u.
**Total charge**: -1


Below is C4H18AlN8O6 as an isolated structure, with properties calculated with ωB97M-V with the def2-TZVPD basis set.

```
37
Properties=species:S:1:pos:R:3:forces:R:3
Al 34.54179 -10.56612 -12.62702 2.654 0.308 -0.836
O 34.43267 -7.86105 -13.65761 -0.023 -1.952 0.741
H 34.64113 -7.95088 -14.60787 0.015 -0.253 0.209
O 35.03855 -11.98626 -15.12480 0.837 0.113 0.972
H 35.14040 -12.40536 -16.00145 -0.925 0.531 0.161
C 35.88643 -14.15617 -12.53495 -1.614 1.809 -2.441
O 35.88995 -13.04546 -12.04301 -0.119 2.743 1.224
N 35.72746 -14.33287 -13.81828 0.099 -1.679 -2.033
N 35.95182 -15.24134 -11.85916 0.867 -4.097 4.438
H 35.60842 -15.30532 -14.06381 0.077 0.360 -0.716
H 35.44373 -13.58233 -14.43169 -0.360 0.833 -0.214
H 36.18938 -15.14434 -10.88230 -0.191 -0.055 -0.138
H 35.52152 -16.13155 -12.06522 0.209 0.341 -0.490
C 38.44772 -11.14125 -13.32547 -1.845 2.862 0.681
O 37.37290 -10.62385 -13.36178 -4.335 2.772 0.154
N 38.60009 -12.33547 -13.62821 0.141 -9.145 -2.332
N 39.55488 -10.58232 -13.00399 4.717 2.267 1.564
H 37.78128 -12.89875 -13.80811 0.066 0.259 -0.167
H 39.46186 -12.86057 -13.58677 -0.189 0.304 -0.041
H 40.24836 -11.30875 -12.89683 0.707 1.128 0.369
H 39.64325 -9.72734 -12.47362 -0.238 -0.218 -0.282
C 37.44951 -10.94924 -10.01553 -0.948 1.955 -1.545
O 36.63342 -10.21195 -10.53151 -2.066 1.756 -1.091
N 37.38531 -12.22084 -10.06635 0.074 -5.158 0.996
N 38.55354 -10.49071 -9.50576 3.581 2.096 1.981
H 38.07841 -12.72982 -9.53660 -0.321 -0.244 -0.254
H 36.57103 -12.69050 -10.43579 0.038 0.242 -0.351
H 39.26867 -11.09095 -9.12053 -0.244 0.237 -0.061
H 38.72864 -9.49654 -9.47310 -0.227 -0.255 -0.003
C 34.06489 -11.90516 -8.72677 -1.843 1.423 1.515
O 34.33509 -11.61505 -9.82509 1.230 1.371 -7.010
N 34.68700 -12.80997 -8.07900 2.628 -4.084 2.777
N 33.13902 -11.27937 -8.04496 -2.325 1.259 1.920
H 35.40044 -13.33312 -8.56625 -0.213 0.118 0.486
H 34.39922 -13.04063 -7.13875 0.467 -0.340 -0.309
H 33.01342 -11.54733 -7.07929 -0.554 0.561 -0.276
H 32.54568 -10.60768 -8.51067 0.175 -0.166 0.400
```
Forces are in eV/Å.

**HOMO level**: -0.4382 Ha
**ΔE to the lowest compared entry with this formula, charge and spin**: 4.9013 eV
**F_max**: 0.184 Eh/bohr
**Kohn-Sham gap**: 4.169 eV
**E_tot**: -1294.7447 a.u.
**Total charge**: +1


Below is a 10-piece molecular cluster, C4H18BO17 overall, with properties calculated with ωB97M-V with the def2-TZVPD basis set.

```
40
Properties=species:S:1:pos:R:3:forces:R:3
O -0.74351 3.47507 1.59489 -1.242 -2.259 -0.294
C -0.90890 2.36124 1.11124 2.551 2.220 -0.677
O 0.10369 1.77425 0.40531 -1.571 -0.298 0.974
B -0.30850 0.41699 0.03402 -0.525 0.361 0.828
O -1.78596 0.33675 0.35866 -0.296 1.903 1.380
C -2.16356 1.48149 0.98919 -2.457 -0.709 -0.166
O -3.31681 1.81607 1.33114 3.527 -1.121 -0.852
O 0.49896 -0.61686 0.78514 -0.242 -0.528 -1.744
C 0.94008 -1.49595 -0.13135 1.356 -1.259 0.317
O 1.65556 -2.48372 0.02789 -1.927 2.274 -0.135
C 0.43028 -1.01632 -1.52677 -0.324 -2.401 -4.196
O -0.17726 0.13899 -1.38798 0.684 -0.873 -0.092
O 0.49715 -1.67557 -2.62879 0.229 2.809 4.976
O -6.29495 1.19245 0.94603 -0.508 0.076 -0.026
H -6.15715 0.24561 0.97301 0.083 -0.178 -0.017
H -5.41945 1.56542 1.04916 0.485 0.081 0.039
O -0.32345 -2.04213 -5.17317 -0.209 -0.341 -0.685
H 0.29407 -2.08314 -4.44295 0.153 0.165 0.248
H -0.82647 -1.24277 -5.01747 -0.024 0.208 0.123
O 3.50874 -2.72683 -3.48261 0.110 -0.230 -0.102
H 2.98579 -1.95094 -3.68445 -0.321 0.166 0.007
H 4.36268 -2.38010 -3.22414 0.205 0.037 0.101
O 2.84556 -3.29721 2.44516 0.313 -0.339 0.671
H 2.71261 -4.24394 2.49267 -0.003 -0.224 -0.017
H 2.26046 -3.00752 1.74518 -0.133 0.349 -0.504
O 1.78205 3.91076 3.37737 0.405 -0.098 0.146
H 0.88694 3.68148 3.12750 -0.380 -0.063 -0.287
H 1.72027 4.81344 3.68974 -0.020 0.172 0.061
O 2.57854 -0.48070 2.83403 0.386 -0.032 0.136
H 1.68247 -0.47503 3.17057 -0.222 -0.067 0.001
H 2.68791 0.37925 2.42812 -0.039 0.289 -0.086
O 1.79896 1.89302 -3.03565 -0.100 -0.087 -0.251
H 2.31883 1.45635 -2.36090 0.070 -0.104 0.231
H 2.18132 2.76782 -3.10456 0.066 0.235 -0.001
O -2.66450 2.89562 4.45241 0.098 0.078 0.414
H -2.69368 3.37452 3.62413 0.028 0.100 -0.376
H -2.88412 1.99435 4.21639 -0.110 -0.185 -0.120
O -1.67698 -3.75163 -2.81346 -0.459 -0.309 0.095
H -1.23042 -3.95184 -1.99083 0.161 -0.030 0.152
H -1.15741 -3.04876 -3.20368 0.202 0.213 -0.275
```
Forces are in eV/Å.

**HOMO level**: -0.3058 Ha
**ΔE to the lowest compared entry with this formula, charge and spin**: 1.6436 eV
**F_max**: 0.111 Eh/bohr
**Kohn-Sham gap**: 10.169 eV
**E_tot**: -1467.4792 a.u.
**Total charge**: -1